Entry 1:
Below is a structure of composition C18H31N2O3 at a distorted geometry, with properties calculated with ωB97M-V/def2-TZVPD.

```
54
Properties=species:S:1:pos:R:3:forces:R:3
C 5.403303 2.612403 2.083182 -1.440 -10.076 1.158
H 5.128739 2.449820 3.105161 -0.657 0.416 0.562
H 6.057701 3.248117 1.950952 6.435 6.491 -0.904
H 5.893910 1.564983 1.734163 -0.365 1.921 1.256
O 4.460603 2.780722 1.165663 -2.199 2.247 -1.601
C 3.327518 2.176745 1.287253 -3.255 -2.109 1.278
C 2.225954 2.709652 0.473310 -1.351 -11.328 5.995
C 1.115982 1.645323 0.534675 -1.574 5.472 -3.155
C 1.036244 0.492722 1.266435 -7.477 3.503 -5.384
C 2.002564 0.129043 1.955718 8.583 -2.871 7.128
C 3.142780 0.917745 2.280642 1.057 2.100 -4.010
H 4.084117 0.504876 2.824491 -2.155 0.798 -1.082
H 2.060415 -0.842856 2.413714 -0.369 -0.362 0.421
N -0.360042 -0.182498 1.213243 7.180 -2.434 -4.210
C -1.234247 0.296136 2.041392 -9.038 8.039 -3.692
H -1.491249 1.572091 1.718071 0.882 -3.425 0.545
H -0.897878 0.482264 2.894627 2.763 0.715 7.632
C -2.583624 -0.358759 1.935808 0.050 -5.582 2.461
N -2.588224 -1.316097 0.806247 -3.051 6.914 -0.472
C -1.573578 -2.150576 0.893251 3.331 -6.590 -1.236
H -1.286760 -2.714028 -0.146169 -0.997 1.445 2.368
H -1.870786 -2.903560 1.627756 0.159 -1.244 0.037
C -0.283541 -1.612622 1.495857 1.331 -2.016 1.262
H 0.598281 -1.882856 0.943086 0.167 -0.899 -0.327
H -0.059998 -2.058500 2.627573 -0.843 2.161 -2.648
C -3.754207 -1.533159 -0.029577 2.666 -1.102 -0.516
H -4.381380 -0.703856 0.032030 -1.611 1.079 1.271
H -4.180685 -2.540257 0.354004 -0.053 1.465 -1.655
C -3.347948 -1.274056 -1.539265 -4.749 -6.525 -1.878
C -2.532659 -0.138044 -1.922595 2.219 -0.685 0.634
O -1.140825 -0.420135 -1.435336 0.512 0.372 -3.211
C -0.055290 -0.479974 -2.627281 -5.348 3.157 -1.640
C 1.078119 -0.950848 -1.963089 4.010 -4.568 -1.039
H 1.535676 -0.316334 -1.272268 0.003 1.281 1.439
H 1.962760 -0.945983 -2.782390 -1.862 -0.909 1.737
H 0.831386 -1.979758 -1.464949 1.017 1.507 -1.122
C 0.154003 0.867309 -3.139489 -5.757 7.142 6.355
H -0.972127 1.725814 -3.442411 3.036 -3.286 0.644
H 0.546245 1.668750 -2.329193 -0.651 -2.009 -1.098
H 0.764222 1.109858 -3.838265 3.887 0.374 -5.230
C -0.697905 -1.190950 -3.869256 13.283 -7.272 8.181
H -1.033287 -1.962060 -3.254052 -1.340 -2.471 -0.743
H -1.235860 -0.755830 -4.415845 -8.037 6.668 -7.468
H 0.358764 -1.484122 -4.484150 -3.157 0.327 1.424
H -2.774476 0.642468 -1.212593 -0.755 0.984 -0.872
H -2.689159 -0.052924 -3.052398 0.809 0.751 1.799
H -4.373318 -1.251336 -2.196753 1.987 0.665 1.921
O -2.815273 -2.590080 -2.179520 -1.070 -0.517 1.503
H -3.372250 -3.432026 -1.905560 1.362 3.027 -0.588
H -3.411028 0.282724 2.070910 -0.806 0.651 -0.492
H -2.684700 -1.173933 2.891682 0.229 2.206 -1.543
H -0.684167 -0.195928 0.184648 0.112 0.398 0.405
H 0.090993 1.888548 -0.112873 2.838 -0.426 1.671
H 2.207426 3.492314 -0.094520 0.054 4.429 -3.270
```
Positions in Å, forces in eV/Å.

Results
HOMO energy (eV): -11.22
Calculated total energy (hartree): -1038.89173
Energy relative to the best compared isomer or geometry (same formula, charge and spin) (kJ/mol): 1532.7
Gap between HOMO and LUMO (eV): 8.72
Spin multiplicity: 1
Net charge: +1



Entry 2:
Below is a structure of composition C18H32CdNPSi at a distorted geometry, with properties calculated with ωB97M-V/def2-TZVPD.

```
54
Properties=species:S:1:pos:R:3:forces:R:3
C -3.170073 -1.686526 3.125841 0.104 -0.258 0.073
C -2.408913 -2.590849 2.390868 0.315 0.090 -0.442
C -1.436148 -2.126514 1.483897 -0.670 -0.166 0.767
C -1.213223 -0.759427 1.347276 0.468 -0.373 0.012
C -2.070675 0.131732 1.986814 -0.314 -0.104 0.710
C -3.014156 -0.322719 2.919401 -0.034 0.159 -0.398
C -0.643224 -3.117412 0.676992 0.476 0.019 -0.426
C -0.435220 -2.743483 -0.809751 0.371 -0.090 -0.064
N -1.584693 -2.846397 -1.633526 -0.410 -1.316 -0.396
Cd 0.594122 0.028042 0.478355 -0.120 0.702 0.315
C -1.929753 1.605029 1.716348 0.516 0.577 -0.437
P -1.389519 1.843682 -0.049772 -0.456 -0.120 -0.025
H -2.541057 -3.671262 2.507674 -0.082 0.351 0.026
H -3.611840 0.401269 3.477805 0.069 -0.223 -0.184
H -3.880305 -2.060720 3.858858 0.052 0.116 -0.104
H -1.120585 2.025463 2.328166 -0.181 0.106 0.081
H -2.844005 2.183454 1.885574 0.048 -0.163 0.190
H 0.360830 -3.214000 1.112174 -0.047 0.037 -0.013
H -1.094700 -4.115482 0.746189 0.023 0.182 -0.140
H 0.030634 -1.728065 -0.928109 -0.031 -0.443 0.269
C -1.389253 3.651352 -0.275680 -0.160 0.186 0.205
C -2.953417 1.395220 -0.902162 -0.082 0.155 -0.180
H 0.300241 -3.441812 -1.246675 -0.026 0.229 0.305
C -2.905633 -2.479521 -1.242826 -0.300 0.416 0.070
C -1.385853 -3.068014 -3.038944 0.129 0.258 0.082
H 0.999110 1.457468 -1.927897 0.074 -1.006 -0.265
H -3.601605 -2.931582 -1.966216 0.059 0.157 0.341
H -3.154229 -2.839376 -0.238290 0.011 0.101 -0.206
H -3.058955 -1.385432 -1.263258 -0.178 -0.213 0.043
H -2.286038 -3.530125 -3.460786 0.222 0.017 -0.029
H -1.194816 -2.135815 -3.595903 0.039 -0.040 -0.125
H -0.530158 -3.735768 -3.193285 -0.125 0.069 -0.068
H -3.697707 2.185760 -0.734217 0.077 -0.190 -0.083
H -2.756544 1.301029 -1.978273 -0.171 0.017 0.229
H -3.355540 0.446393 -0.530280 0.206 0.241 -0.034
H -2.338690 4.078305 0.075850 0.232 0.059 -0.108
H -0.555004 4.092381 0.281515 -0.150 -0.018 -0.162
H -1.264158 3.867314 -1.342963 0.005 0.029 0.220
H 2.678736 0.809316 -2.484291 0.018 1.092 0.107
C 4.168137 3.381081 -0.226008 -0.226 0.107 -0.142
Si 4.086065 1.523260 0.050782 -0.363 -0.962 -0.160
C 5.311685 0.644827 -1.063705 0.225 -0.069 -0.060
C 4.584955 1.246418 1.832958 0.040 -0.062 0.076
C 2.337279 0.891858 -0.375804 0.771 0.658 1.013
C 1.999495 1.073208 -1.653335 -0.338 -0.153 -0.965
H 5.200620 3.737543 -0.123901 -0.128 -0.086 0.042
H 3.551667 3.913427 0.509338 0.098 -0.081 -0.090
H 3.809988 3.671628 -1.221003 0.067 -0.100 0.130
H 6.315908 1.080259 -0.983039 -0.131 -0.100 -0.062
H 5.373020 -0.415068 -0.778010 0.009 0.230 -0.067
H 5.004149 0.688148 -2.115336 0.083 0.018 0.147
H 3.929828 1.784768 2.527782 0.104 -0.078 -0.088
H 4.568821 0.183539 2.098295 0.030 0.134 -0.001
H 5.610400 1.622197 1.964488 -0.219 -0.101 0.074
```
Positions in Å, forces in eV/Å.

Results
HOMO energy (eV): -7.45
Calculated total energy (hartree): -1558.30836
Energy relative to the best compared isomer or geometry (same formula, charge and spin) (kJ/mol): 0.0
Gap between HOMO and LUMO (eV): 8.02
Spin multiplicity: 1



Entry 3:
Below is the ion C18H32FSSi with charge +1 at a distorted geometry, with properties calculated with ωB97M-V/def2-TZVPD.

```
53
Properties=species:S:1:pos:R:3:forces:R:3
C -7.870327 -1.314459 3.089840 0.835 -0.053 -0.275
C -6.527309 -0.670435 2.672956 -0.400 -0.120 1.233
S -5.468388 -1.829713 1.788522 0.797 0.632 -1.152
F -6.094991 -3.250024 1.957776 -0.311 -0.043 0.593
C -3.980406 -1.889840 2.779472 0.178 0.492 0.684
C -2.979702 -0.792732 2.343299 -0.388 -0.189 -0.017
C -1.708032 -0.959741 3.212651 -0.111 -0.923 -0.137
C -0.488369 -1.473287 2.397719 0.218 0.844 0.733
C 0.599873 -0.373709 2.217226 -0.831 -0.213 -1.121
C 0.957748 -0.149038 0.718765 0.849 -0.102 0.362
C 2.461066 -0.399050 0.413401 0.151 0.538 0.083
C 3.126496 0.740388 -0.408542 -0.415 -0.456 -0.409
Si 3.661907 0.273967 -2.176400 0.322 0.291 -0.117
C 5.536009 0.042592 -2.165955 -0.269 -0.179 0.166
C 2.868947 -1.310641 -2.811387 0.044 0.287 0.120
C 3.170693 1.735908 -3.273880 0.603 -1.482 0.972
C 3.717975 2.953306 -2.941944 0.269 0.300 0.427
C 3.389264 4.074611 -3.663859 0.669 0.273 0.787
C 2.522622 3.943455 -4.710583 -0.421 1.706 -0.997
C 1.968292 2.749917 -5.056235 -0.666 -1.095 -0.466
C 2.300065 1.625572 -4.329235 -0.232 -0.370 -0.025
H -7.647978 -2.070188 3.840211 -0.238 -0.171 -0.087
H -8.341873 -1.759644 2.217870 -0.379 0.025 0.191
H -8.487104 -0.555941 3.563325 -0.097 0.062 -0.226
H -6.008518 -0.380059 3.588774 0.219 -0.036 -0.122
H -6.636646 0.229297 2.068838 0.021 -0.287 -0.422
H -4.273271 -1.709121 3.814586 -0.034 -0.255 0.047
H -3.483177 -2.856355 2.700946 -0.397 -0.199 -0.297
H -2.768178 -0.952817 1.285152 0.141 0.224 -0.004
H -3.429214 0.194598 2.461570 0.025 0.025 -0.033
H -1.928864 -1.725385 3.963971 -0.043 0.213 0.170
H -1.506906 -0.041878 3.758811 0.152 0.032 -0.081
H -0.018489 -2.321973 2.894544 -0.236 -0.103 0.030
H -0.874862 -1.821971 1.441434 0.276 -0.055 -0.138
H 1.494846 -0.599732 2.790689 -0.016 -0.141 0.025
H 0.206891 0.563849 2.610945 0.056 0.024 0.084
H 0.401290 -0.813084 0.055252 -0.290 0.030 0.189
H 0.680328 0.869537 0.445305 0.093 0.003 -0.070
H 3.022963 -0.501301 1.342598 -0.142 -0.067 0.104
H 2.534703 -1.366563 -0.086286 0.158 0.035 -0.023
H 4.000677 1.169030 0.086414 -0.017 -0.153 0.142
H 2.403913 1.555841 -0.481966 0.090 0.098 -0.111
H 5.733995 -0.971977 -1.804361 0.092 0.012 -0.060
H 6.038695 0.717312 -1.470412 -0.030 0.107 -0.114
H 5.985397 0.146011 -3.153536 -0.011 -0.003 -0.001
H 3.056704 -2.154431 -2.146143 -0.115 0.027 0.071
H 3.284609 -1.592081 -3.780699 -0.059 0.132 -0.066
H 1.793371 -1.150002 -2.918542 -0.030 -0.243 -0.016
H 4.382668 3.014509 -2.087164 0.103 0.157 -0.023
H 3.810497 5.028291 -3.375768 -0.058 0.114 -0.183
H 2.262772 4.830480 -5.280368 -0.017 -0.052 -0.001
H 1.263042 2.653250 -5.872010 0.053 0.213 -0.077
H 1.884285 0.645450 -4.527586 -0.161 0.094 -0.345
```
Positions in Å, forces in eV/Å.

Results
HOMO energy (eV): -10.58
Calculated total energy (hartree): -1492.31624
Energy relative to the best compared isomer or geometry (same formula, charge and spin) (kJ/mol): 0.0
Gap between HOMO and LUMO (eV): 6.12
Spin multiplicity: 1
Net charge: +1



Entry 4:
Below is a cluster of 2 separate species, C18H32N2O8 in total at a distorted geometry, with properties calculated with ωB97M-V/def2-TZVPD.

```
60
Properties=species:S:1:pos:R:3:forces:R:3
C -0.631251 4.273500 -1.031214 0.298 1.193 -0.319
C 0.802768 3.595197 -0.616813 0.407 0.240 0.444
C 0.727255 1.984731 -0.280797 -0.229 1.137 1.917
N 0.107736 1.127928 -1.347519 2.182 1.592 -0.141
C 0.862682 1.072958 -2.641201 -2.078 -3.477 -2.555
C 2.267468 0.246146 -2.789240 0.670 0.090 -0.534
C 3.518584 0.818742 -1.897807 0.405 0.041 -0.508
C 3.949256 -0.100843 -0.615206 0.456 1.093 1.479
C 2.757447 -1.020635 0.028084 0.006 -1.488 -2.105
O 2.878052 -1.274955 1.477270 -3.282 -1.361 -0.317
C 1.617566 -2.024771 1.796377 -0.697 -5.661 -1.299
C 0.416296 -1.194688 2.558313 0.378 0.707 -1.615
O 1.435484 -3.322742 1.437999 1.537 8.792 2.274
O 0.984397 2.246759 -3.516934 -3.529 0.802 -0.510
C -0.307097 2.485281 -4.199778 -1.620 3.703 -2.216
O -0.639836 3.628300 -4.804631 2.380 -7.923 4.193
O -1.158358 1.256094 -4.158128 3.590 3.971 1.564
C -0.223944 0.234051 -3.598520 -1.347 -2.264 -1.408
N 0.279718 -0.432326 -4.855663 0.408 0.405 0.837
C -1.157012 -0.917479 -2.902053 -0.391 -0.963 -0.242
C -0.332249 -2.294584 -2.478003 -0.298 -0.310 -0.374
H -0.371785 5.178246 -1.763781 -0.706 -2.036 1.509
H -1.358848 3.565583 -1.619397 1.435 1.300 1.193
H -1.202998 4.779340 -0.116700 1.250 -1.439 -1.879
H 1.587536 3.832060 -1.463229 -1.604 -0.699 1.611
H 1.216638 4.127571 0.363852 -0.921 -1.121 -2.058
H 0.006316 1.900937 0.668884 1.443 0.097 -2.026
H 1.777445 1.589527 0.125940 -2.277 0.771 -1.300
H -0.881761 1.444854 -1.441380 1.216 -0.405 -0.462
H 2.606617 0.377018 -3.927344 -1.095 -0.198 2.559
H 2.091027 -0.929269 -2.674853 0.259 2.780 0.025
H 4.470314 0.880867 -2.612792 -2.108 -0.150 1.586
H 3.292011 1.931917 -1.583747 0.416 -2.310 -0.528
H 4.936250 -0.715736 -0.866567 -2.449 1.030 0.556
H 4.281451 0.659452 0.243127 -0.651 -1.640 -1.759
H 1.668191 -0.638410 -0.161759 2.111 -0.222 0.038
H 2.824148 -2.086607 -0.503360 -0.250 2.226 1.074
H 0.583051 -0.048404 2.277605 -0.250 -2.461 0.985
H 0.398977 -1.372407 3.715887 0.171 0.302 -2.391
H -0.611033 -1.487046 2.026518 2.367 0.295 1.392
H 0.772350 0.231161 -5.493553 -0.811 -0.749 0.767
H -0.497446 -0.932903 -5.355151 1.087 1.073 0.804
H -1.929034 -1.270670 -3.741479 1.636 0.945 1.730
H -1.818855 -0.549599 -2.004627 1.548 -0.525 -1.773
H 0.435774 -2.136879 -1.608603 -1.604 -0.218 -1.590
H 0.247463 -2.734249 -3.410249 -1.170 1.099 1.908
H -1.120321 -3.132965 -2.164156 1.713 1.964 -0.524
C -3.891023 -2.650151 3.964461 -0.146 0.214 -0.441
C -2.897419 -1.830357 4.762831 -0.476 -1.023 -0.758
C -2.856111 -2.199650 6.214831 0.261 -0.841 0.375
O -2.469315 -0.987823 6.834449 -0.173 0.871 -0.329
C -2.902690 0.017751 6.019729 -0.123 2.637 0.613
O -2.942208 1.194906 6.334607 0.135 -2.707 -0.726
O -3.291707 -0.468309 4.801063 0.317 0.608 0.940
H -3.820874 -2.397938 2.900953 0.032 -0.125 0.148
H -3.708386 -3.722955 4.079760 0.058 0.160 0.008
H -4.919913 -2.428962 4.269326 0.224 -0.050 0.143
H -1.902140 -1.886338 4.306005 -0.054 -0.013 0.127
H -2.127028 -2.988972 6.420978 -0.068 0.241 0.087
H -3.829627 -2.501258 6.617387 0.007 0.001 -0.200
```
Positions in Å, forces in eV/Å.

Results
HOMO energy (eV): -9.88
Calculated total energy (hartree): -1416.22237
Gap between HOMO and LUMO (eV): 10.01
Spin multiplicity: 1
SMILES string: CCCN[C@]1(CCCCOC(C)=O)OC(=O)O[C@]1(N)CC.C[C@@H]1COC(=O)O1